Below is C8H22InN4O4 as an isolated structure at a distorted geometry, with properties calculated with ωB97M-V/def2-TZVPD.

Geometry as XYZ:
```
39
Properties=species:S:1:pos:R:3
In 0.5763 -0.1389 -0.5467
C 0.9148 3.0462 1.7386
C 0.2463 1.6579 1.8754
C -1.1212 1.7680 1.2515
O 0.9608 0.4865 1.3981
H 1.2206 3.1789 0.7008
H 1.7824 2.9938 2.3962
H 0.4387 4.0059 1.9395
H 0.2663 1.5298 2.9576
H -1.5357 0.7952 0.9871
H -1.1192 2.4410 0.3940
H -1.7370 2.2970 1.9789
C -1.7560 -2.3538 -2.5457
C -0.9462 -1.1199 -3.1166
C -1.8738 -0.1998 -3.9517
O -0.1542 -0.4449 -2.2175
H -2.6137 -2.6110 -3.1672
H -2.2205 -2.2418 -1.5660
H -1.2422 -3.3148 -2.5233
H -0.2128 -1.5301 -3.8108
H -2.6080 0.2776 -3.3027
H -2.3093 -0.8426 -4.7168
H -1.3454 0.6017 -4.4680
C -1.3585 -1.0573 1.4639
O -0.6081 -0.9755 0.4797
N -2.3552 -0.3040 1.6714
N -1.1468 -1.8958 2.4447
H -2.5210 0.4764 1.0521
H -3.0269 -0.6151 2.3585
H -1.7150 -1.7032 3.2572
H -0.3574 -2.4910 2.2383
C 3.3379 -0.1422 0.0869
O 2.4327 0.0327 -0.6979
N 4.1170 -1.2039 0.0511
N 3.5908 0.7505 0.9930
H 3.8720 -1.9894 -0.5346
H 4.8847 -1.2835 0.7025
H 3.0065 1.5743 1.0058
H 4.2361 0.5453 1.7424
```

## Properties
Highest occupied orbital energy in eV: -12.001
E_tot in eV: -27967.0795
Frontier orbital gap in eV: 9.33
Charge: +1
ΔE to the lowest compared entry with this formula, charge and spin in kcal per mole: 0.0
Strongest force on any atom in eV Å⁻¹: 8.9